Formula: C7H9IrN2O5S4Se
Source: the Open Molecules 2025 dataset
Level of theory: wB97M-V/def2-TZVPD

The geometry in XYZ format:
```
29
Properties=species:S:1:pos:R:3:mulliken_charge:R:1
C -1.50 2.12 -1.04 0.4824
N 0.04 1.11 0.52 0.2375
S 0.19 -3.16 -1.12 -0.1582
S 2.69 -1.44 -2.39 -0.0457
H 2.09 1.26 0.20 0.3147
H 1.53 1.96 1.74 0.3650
C -1.33 -0.42 1.94 0.3591
H 1.13 -0.29 2.65 0.3457
H 0.60 2.39 -1.03 0.3955
O -1.26 -1.29 0.98 -0.8590
O -1.73 0.91 -1.44 -0.5519
H -1.91 1.44 1.20 0.4473
O -1.65 -0.67 3.09 -0.7435
C 1.40 1.12 1.04 -0.8174
S 1.87 -3.32 -2.15 0.0345
O -2.23 3.08 -1.22 -0.7397
C -0.98 1.01 1.57 -0.4863
C -1.96 -3.05 -3.31 0.1843
H -0.68 1.55 2.47 0.2837
H 2.81 -0.03 2.15 0.4167
H -0.24 3.21 0.31 0.2556
C -0.19 2.30 -0.29 -0.6380
S 1.20 -0.09 -2.51 -0.3058
C 1.79 -0.15 1.78 -0.6822
Se -2.38 -1.47 -2.48 0.0208
H 1.22 -1.96 1.31 0.3540
O 1.74 -1.26 0.90 -0.4550
N -1.75 -4.03 -3.90 -0.5806
Ir -0.50 -0.81 -0.96 1.5665
```

Spin multiplicity ... 2
Energy relative to the best compared isomer or geometry (same formula, charge and spin) ... 0.985 eV
Net charge ... -1
LUMO (spin up / spin down) ... 1.93 / 0.51 eV
Total energy ... -4856.49873 Ha